# 1
96
Properties=species:S:1:pos:R:3:forces:R:3 method="wB97M-V/def2-TZVPD" largest_force_ev_per_a=1.2 lumo_energy_ev=-4.979 homo_lumo_gap_ha=0.2203 charge=+1 total_energy_ev=-93153.98076
O -3.2328 -0.1004 1.4457 -0.80 0.26 0.92
C -2.6953 -0.5831 0.5152 0.85 -0.16 -0.65
O -2.9212 -0.1825 -0.7551 0.08 0.34 -0.02
C -1.7122 -1.7181 0.6911 -0.25 0.15 0.03
C -1.5911 -2.2544 1.9619 0.78 -0.63 0.19
C -0.6622 -3.2641 2.1706 -0.47 0.55 -0.40
N 0.0867 -3.7147 1.1506 -0.13 -0.70 0.09
C 1.1392 -4.7226 1.4174 0.72 0.05 -0.30
C 2.5063 -4.0290 1.3470 -0.52 0.20 0.55
C 2.5222 -2.7104 2.1083 0.28 0.21 0.08
S 2.9874 -2.9333 3.8531 0.15 -0.10 -0.20
C 2.9701 -1.2739 4.4396 -0.05 -0.11 -0.09
S 3.5985 -0.9323 5.8833 -0.05 0.01 0.20
N 2.3159 -0.3722 3.5749 -0.01 -0.11 0.62
C 1.2984 0.4399 4.2162 -0.21 0.94 -0.31
C 0.4694 1.0940 3.0690 0.09 -0.83 0.08
O 0.9823 0.6939 1.8065 -0.20 0.44 -0.23
C 2.3230 1.1254 1.6831 0.49 -0.78 -0.06
C 3.2075 0.4611 2.7799 -0.42 0.19 -0.32
C -0.0356 -3.2254 -0.0876 -0.74 0.87 -0.33
C -0.9499 -2.2157 -0.3536 0.34 -0.39 0.45
H -2.1098 0.1393 -1.1706 -0.01 -0.05 -0.17
H -2.1637 -1.9018 2.8030 -0.18 0.18 -0.04
H -0.4904 -3.7008 3.1392 0.09 -0.12 0.09
H 1.0985 -5.4984 0.6605 -0.30 -0.07 -0.12
H 0.9632 -5.1883 2.3781 -0.19 0.14 0.22
H 2.7443 -3.8167 0.3075 0.16 -0.12 -0.12
H 3.2483 -4.7038 1.7661 0.16 -0.16 -0.25
H 3.2395 -2.0602 1.6242 0.09 0.00 0.20
H 1.5749 -2.1809 2.0819 0.03 0.12 -0.07
H 1.7157 1.2422 4.8330 0.23 -0.11 0.14
H 0.6628 -0.1584 4.8601 0.01 -0.25 0.02
H 0.4611 2.1778 3.1358 -0.05 0.13 0.11
H -0.5415 0.6962 3.1013 -0.25 0.19 -0.01
H 2.4128 2.2121 1.7026 -0.14 0.13 0.10
H 2.6616 0.7568 0.7215 0.02 0.12 -0.28
H 3.6992 1.2313 3.3811 0.07 -0.07 0.23
H 3.9653 -0.1741 2.3355 0.20 0.04 -0.12
H 0.5820 -3.6024 -0.8846 0.24 -0.34 0.17
H -1.0527 -1.8287 -1.3522 0.04 -0.07 -0.17
C -4.1751 4.2478 0.8741 0.04 0.03 0.00
C -3.4577 3.2910 1.5808 -0.08 0.02 -0.06
C -2.2553 3.6278 2.1805 -0.01 -0.18 0.02
C -1.7923 4.9255 2.0638 -0.17 -0.01 0.03
C -2.4901 5.8905 1.3614 -0.04 0.20 -0.08
C -3.6899 5.5441 0.7622 -0.02 -0.11 0.00
N -0.5243 5.2960 2.7115 -0.16 0.08 0.08
O 0.0969 4.4198 3.2854 0.04 -0.01 0.00
O -0.1613 6.4493 2.6233 0.03 -0.02 0.02
H -5.1167 3.9833 0.4116 0.00 0.00 0.00
H -3.8386 2.2821 1.6685 0.03 0.04 0.01
H -1.6941 2.8888 2.7314 0.05 0.08 0.05
H -2.1095 6.8978 1.2801 0.08 -0.02 0.08
H -4.2487 6.2871 0.2109 0.01 0.02 0.00
C -4.4264 -3.9172 -0.7623 -0.03 0.04 -0.06
C -5.0131 -5.1355 -1.0790 0.07 0.10 0.03
C -6.0032 -5.1963 -2.0460 0.01 -0.20 0.05
C -6.3861 -4.0307 -2.6814 0.13 0.00 0.12
C -5.8196 -2.8089 -2.3752 0.06 0.22 -0.01
C -4.8298 -2.7529 -1.4061 0.04 -0.12 0.09
N -7.4253 -4.0943 -3.7264 -0.09 0.00 -0.07
O -7.9163 -5.1781 -3.9581 0.01 0.01 0.01
O -7.7157 -3.0583 -4.2861 0.01 0.00 0.01
H -3.6514 -3.8780 -0.0054 -0.02 -0.01 0.04
H -4.7004 -6.0393 -0.5741 -0.02 -0.01 0.00
H -6.4658 -6.1388 -2.2985 -0.07 0.06 -0.09
H -6.1401 -1.9113 -2.8829 -0.08 -0.07 -0.07
H -4.3778 -1.7989 -1.1622 -0.17 -0.17 -0.10
C 5.3050 -1.5248 -4.8347 0.00 0.00 0.02
C 6.2140 -0.6618 -4.2383 -0.09 -0.07 -0.02
C 6.1338 -0.3968 -2.8810 0.18 0.13 -0.03
C 5.1386 -1.0083 -2.1408 0.00 -0.08 -0.12
C 4.2202 -1.8670 -2.7188 -0.14 -0.12 -0.03
C 4.3070 -2.1241 -4.0760 0.07 0.05 -0.03
N 5.0659 -0.7408 -0.7006 0.01 0.12 0.14
O 5.8625 0.0311 -0.2234 0.00 0.01 0.01
O 4.1951 -1.3044 -0.0452 0.01 -0.03 -0.34
H 5.3742 -1.7322 -5.8939 -0.01 0.01 -0.01
H 6.9884 -0.1956 -4.8306 0.01 0.02 0.01
H 6.8383 0.2743 -2.4127 -0.04 -0.03 0.10
H 3.4487 -2.3308 -2.1226 0.05 0.04 0.10
H 3.5993 -2.7939 -4.5447 -0.01 0.00 0.00
C 0.5663 4.9557 -0.3873 0.00 -0.12 0.01
C 0.4138 5.9515 -1.3417 0.01 -0.10 0.06
C 0.4403 5.6283 -2.6903 -0.03 0.17 -0.01
C 0.6161 4.3063 -3.0562 -0.02 0.07 0.13
C 0.7752 3.3030 -2.1191 0.01 -0.20 0.13
C 0.7498 3.6345 -0.7754 -0.04 0.07 0.03
N 0.6244 3.9497 -4.4846 0.01 0.03 -0.09
O 0.5029 4.8465 -5.2899 0.01 -0.03 0.03
O 0.7501 2.7730 -4.7679 0.00 -0.03 0.01
H 0.5400 5.1962 0.6653 0.17 0.11 -0.18
H 0.2729 6.9793 -1.0364 0.01 0.01 -0.01
H 0.3234 6.3966 -3.4400 0.01 -0.08 -0.09
H 0.9155 2.2783 -2.4290 0.02 0.03 -0.14
H 0.8688 2.8607 -0.0272 -0.02 -0.01 0.00

# 2
98
Properties=species:S:1:pos:R:3:forces:R:3 method="wB97M-V/def2-TZVPD" largest_force_ev_per_a=4.3 lumo_energy_ev=-6.410 homo_lumo_gap_ha=0.0487 total_energy_ev=-504407.57196
C -3.1136 -5.6477 -2.2123 -0.09 0.50 0.33
C -3.1333 -4.9842 -3.5897 -0.35 -0.18 0.08
C -1.7420 -4.6293 -4.0642 0.56 -0.09 0.04
C -1.5589 -3.6636 -5.2374 0.13 -0.20 0.04
C -1.5338 -2.1678 -4.8962 -0.33 0.42 -0.31
C -2.4619 -1.7125 -3.7625 0.27 -0.02 0.06
C -2.1099 -0.2984 -3.2890 -0.55 0.15 -1.13
O -0.7096 -0.1359 -3.0347 0.12 -0.63 0.98
C -0.2607 -0.8881 -1.9835 -2.47 -1.38 1.58
O -1.0173 -1.4938 -1.2040 2.18 1.96 -2.23
C 1.2339 -0.8862 -1.8808 0.65 -0.31 -0.30
O 1.5787 -0.5584 -0.5439 0.10 -0.05 0.57
N 2.2768 -1.6733 0.0954 -0.52 -0.18 -0.26
O 2.0427 -1.7109 1.2248 0.26 0.35 -0.09
P -3.2083 0.1962 -1.9181 0.53 -0.44 1.54
O -2.5742 1.0505 -0.8553 -0.19 0.51 -0.52
H -4.0737 -6.1099 -1.9673 0.20 -0.06 -0.09
H -2.2826 -6.3558 -2.1493 -0.21 -0.02 -0.02
H -2.9414 -4.8552 -1.4704 0.07 -0.26 -0.14
H -3.6273 -5.7137 -4.2800 0.09 0.04 0.02
H -3.8089 -4.1098 -3.4632 -0.05 0.04 0.26
H -1.2928 -5.5859 -4.3665 0.18 0.24 0.24
H -1.0697 -4.2013 -3.2527 -0.31 -0.58 -0.35
H -2.2943 -3.8733 -6.0475 0.55 0.09 -0.18
H -0.5687 -3.9041 -5.6479 -0.49 0.00 -0.19
H -0.4872 -1.8918 -4.7328 -0.26 -0.10 0.33
H -1.8673 -1.5711 -5.7621 0.29 -0.24 -0.10
H -3.4938 -1.6948 -4.1467 0.11 0.12 0.34
H -2.4509 -2.3530 -2.8787 0.09 -0.19 -0.29
H -2.3449 0.4037 -4.1024 0.38 -0.05 0.11
H 1.6986 -0.1739 -2.5715 -0.20 -0.04 0.11
H 1.5671 -1.9100 -2.1379 -0.23 0.12 0.01
H -3.6732 -1.0118 -1.4122 -0.25 -0.11 -0.09
H -4.3039 0.7622 -2.5694 -0.09 0.02 -0.18
Al -4.3082 -4.0062 -5.4363 -0.95 0.27 0.41
C -0.5479 4.7719 2.0480 0.24 0.35 -0.01
C 0.5158 4.6560 1.0001 -2.96 -0.14 0.84
O 1.5202 5.4345 0.9750 3.53 2.39 -0.36
N 0.4735 3.7344 0.0755 0.63 0.85 0.18
C -0.5382 2.6836 -0.0798 0.02 -0.49 0.10
H -0.2959 5.5974 2.7067 -0.01 0.02 0.03
H -1.5118 4.9642 1.5803 -0.02 -0.08 -0.03
H -0.6000 3.8511 2.6265 -0.01 -0.06 -0.05
H 1.2414 3.7605 -0.5862 -0.05 -0.09 -0.17
H -0.0695 1.7036 -0.0173 0.02 -0.02 0.00
H -1.0061 2.7821 -1.0568 0.02 0.05 -0.01
H -1.3021 2.7576 0.6819 -0.03 0.04 0.01
N -6.2247 -2.9499 -2.3834 -0.07 -0.05 -0.12
O -6.6545 -3.9964 -2.9031 0.03 -0.12 -0.19
O -5.0285 -2.6084 -2.6366 0.28 0.16 -0.33
O -6.9163 -2.2488 -1.6538 0.01 -0.07 0.04
F 0.4697 -3.8491 -2.9120 0.43 0.61 0.19
C 5.7988 2.3021 -1.1751 0.11 0.02 -0.13
C 6.4321 1.0245 -0.6688 0.08 -0.08 0.00
O 7.5088 0.6478 -1.0694 -0.15 0.11 0.05
C 5.6497 0.2492 0.3622 0.13 -0.13 -0.09
H 6.4514 2.7695 -1.9085 0.00 -0.01 0.00
H 4.8344 2.0804 -1.6402 0.00 0.01 0.09
H 5.6350 2.9958 -0.3474 -0.07 -0.05 0.02
H 4.6815 -0.0504 -0.0443 -0.05 0.09 0.03
H 5.4861 0.8645 1.2479 -0.11 0.02 -0.02
H 6.2062 -0.6399 0.6462 0.00 -0.01 0.02
C -7.8103 3.6054 0.1969 -0.18 -0.01 -0.16
C -6.5562 3.5223 -0.6312 -0.06 0.07 -0.02
C -6.1665 4.7760 -1.3921 0.04 -0.07 0.03
O -5.4301 4.2346 -2.4990 0.00 0.23 0.07
C -5.9101 2.9905 -2.7325 -0.03 -0.30 -0.18
O -5.6514 2.3299 -3.6880 0.07 0.21 -0.01
O -6.7131 2.5971 -1.7277 -0.01 0.02 0.19
H -7.6062 4.1110 1.1402 0.01 0.00 0.01
H -8.5927 4.1521 -0.3306 -0.01 -0.01 -0.02
H -8.1871 2.6064 0.4081 0.08 -0.03 0.08
H -5.7188 3.1658 -0.0245 0.03 -0.03 -0.04
H -5.5478 5.4674 -0.8272 0.14 -0.04 -0.07
H -7.0394 5.3021 -1.7844 -0.05 0.00 0.06
C 6.4858 -0.0097 4.7419 0.05 -0.07 0.00
Br 7.7763 0.3994 3.3853 0.13 0.06 -0.05
Br 5.9330 1.5638 5.6970 -0.06 0.02 -0.44
Br 4.9882 -0.9627 4.0212 -0.13 -0.05 -0.04
H 6.9685 -0.6606 5.4555 0.00 -0.01 0.03
C 4.5120 0.6654 12.8429 0.00 -0.07 0.11
O 5.5843 0.5614 11.9004 -0.01 -0.03 0.05
C 5.4647 1.3648 10.8472 -0.02 -0.01 0.02
O 4.5609 2.1333 10.6458 -0.04 0.05 -0.02
O 6.5150 1.1726 10.0535 0.08 0.01 -0.08
C 6.5096 1.9798 8.8715 0.13 0.11 0.16
H 4.7477 -0.0395 13.6335 0.04 -0.02 -0.01
H 4.4539 1.6732 13.2482 -0.02 0.03 -0.04
H 3.5653 0.3996 12.3777 -0.01 0.05 -0.03
H 6.5305 3.0372 9.1311 -0.08 0.01 0.02
H 5.6404 1.7611 8.2594 -0.05 0.03 0.25
H 7.4116 1.7270 8.3244 0.03 -0.11 0.07
F 1.6741 7.0570 1.5265 -1.41 -3.11 -0.57
C 2.7682 -5.7228 -5.6094 -0.04 0.07 0.08
Br 3.2145 -6.3401 -7.3768 0.04 -0.05 -0.09
Br 2.1263 -3.9200 -5.6333 0.15 0.11 -0.05
Br 1.5265 -6.8994 -4.7454 -0.04 -0.06 0.03
H 3.6778 -5.7300 -5.0280 0.02 -0.02 0.01

# 3
49
Properties=species:S:1:pos:R:3:forces:R:3 method="wB97M-V/def2-TZVPD" largest_force_ev_per_a=0.8 lumo_energy_ev="2.748 / 1.454" multiplicity=3 homo_lumo_gap_ha="0.2659 / 0.2142" s_squared=2.007 charge=-1 total_energy_ev=-62641.23752
Pd 0.8185 -0.0829 -0.0730 -0.18 0.00 -0.51
O 3.2200 -2.5756 -0.1606 0.29 -0.19 0.03
S 2.4762 -1.9468 -1.2698 -0.60 0.41 0.21
O 2.7330 -2.5326 -2.5511 0.06 -0.06 -0.06
O 0.9772 -2.0036 -0.9033 0.20 -0.21 -0.06
O 2.7045 -0.4517 -1.2324 0.27 -0.09 0.05
C 2.4236 2.7408 -0.3002 -0.07 0.03 -0.02
Si 0.6988 3.0114 -0.9916 -0.03 -0.01 -0.01
C -0.0203 4.4601 -0.0116 0.03 -0.06 -0.08
C 0.8646 3.5128 -2.8010 0.01 0.07 0.15
N -0.2111 1.5585 -0.8176 0.21 0.28 0.03
C -1.5193 1.3617 -1.1430 -0.19 -0.03 0.05
C -2.1105 0.0840 -1.0451 -0.05 -0.09 0.00
C -3.4456 -0.1239 -1.3415 0.03 -0.02 0.01
C -4.2620 0.9174 -1.7632 -0.01 0.02 -0.01
C -3.6946 2.1798 -1.8891 -0.10 -0.05 -0.02
C -2.3647 2.4019 -1.5893 0.03 0.04 -0.03
H 3.0096 3.6518 -0.4481 0.03 0.02 0.00
H 2.9396 1.9149 -0.7900 0.01 -0.05 -0.03
H 2.3828 2.5431 0.7747 -0.03 0.01 0.00
H 0.6472 5.3227 -0.0685 0.05 0.04 -0.01
H -0.1157 4.1808 1.0387 0.00 -0.03 0.06
H -1.0030 4.7775 -0.3579 -0.03 0.02 -0.01
H 1.4845 4.4086 -2.8912 0.02 0.03 -0.02
H -0.0962 3.7204 -3.2735 -0.05 -0.01 0.02
H 1.3449 2.7103 -3.3605 0.03 -0.07 -0.02
H -1.4993 -0.7701 -0.7614 -0.02 0.08 -0.01
H -3.8432 -1.1281 -1.2511 -0.04 0.00 -0.01
H -5.3042 0.7476 -1.9982 -0.02 0.01 -0.01
H -4.2988 3.0145 -2.2269 -0.02 0.00 0.00
H -1.9688 3.4027 -1.7026 0.03 -0.02 0.00
N 3.1183 -0.5781 1.8719 0.18 0.03 0.03
C 1.8287 -0.9051 2.1205 0.04 -0.15 -0.13
S 0.6857 0.3453 2.3974 0.03 -0.01 0.17
N 1.5865 -2.2226 2.0459 -0.19 0.00 0.19
C 0.4011 -2.9895 2.1527 0.04 0.06 -0.01
C -0.8973 -2.4946 2.1490 -0.02 -0.01 0.05
C -1.9615 -3.3845 2.2106 -0.02 0.03 0.00
C -1.7557 -4.7526 2.2696 -0.04 0.00 0.00
C -0.4572 -5.2418 2.2644 0.01 -0.01 0.00
C 0.6112 -4.3674 2.2082 -0.04 0.01 -0.01
H 3.2664 0.4038 1.6991 -0.03 0.01 0.02
H 3.6059 -1.1979 1.2183 -0.04 -0.01 0.06
H 2.3003 -2.7166 1.5069 0.16 0.02 -0.04
H -1.0872 -1.4358 2.0925 0.03 -0.01 -0.01
H -2.9679 -2.9853 2.1964 -0.01 -0.02 0.00
H -2.5980 -5.4308 2.3072 -0.01 -0.01 0.00
H -0.2718 -6.3078 2.2974 -0.01 0.00 0.00
H 1.6250 -4.7469 2.1917 0.03 0.00 -0.01

# 4
64
Properties=species:S:1:pos:R:3:forces:R:3 method="wB97M-V/def2-TZVPD" largest_force_ev_per_a=0.6 lumo_energy_ev=4.389 homo_lumo_gap_ha=0.2305 charge=-2 total_energy_ev=-69775.88319
Sn -0.0996 0.4861 -0.1073 -0.01 0.03 0.05
O 2.0988 -2.8843 -2.9126 0.14 0.04 -0.08
C 1.7443 -2.2954 -1.8562 -0.10 0.33 0.01
N 0.5656 -1.8935 -1.4414 -0.12 0.01 0.19
C -0.6322 -2.2321 -2.0644 0.00 -0.13 0.19
C -0.7510 -2.8846 -3.2975 -0.04 0.01 -0.16
C -1.9940 -3.2422 -3.8035 -0.02 0.05 0.02
C -3.1434 -2.9641 -3.0817 -0.01 -0.02 -0.03
C -3.0475 -2.3299 -1.8505 -0.05 0.14 0.00
C -1.8179 -1.9427 -1.3291 0.07 -0.23 -0.12
N -1.7182 -1.2471 -0.1054 0.22 0.33 -0.38
C -2.4780 -1.5890 0.9191 0.07 -0.16 0.11
O -3.2529 -2.5498 1.0426 -0.12 0.02 0.05
C -2.3297 -0.6681 2.1208 -0.03 0.01 -0.05
C -3.0470 -0.9482 3.2770 -0.03 -0.02 0.03
C -2.9412 -0.0876 4.3531 -0.01 0.00 0.00
C -2.1244 1.0280 4.2455 -0.02 0.01 -0.03
C -1.4385 1.2304 3.0598 -0.02 -0.08 0.01
N -1.5375 0.3974 2.0254 0.10 0.10 -0.14
C 2.8575 -1.9422 -0.8788 0.05 -0.09 0.07
C 4.0534 -2.6573 -0.9239 0.00 -0.04 0.03
C 5.0423 -2.3590 -0.0040 0.02 0.03 0.01
C 4.8297 -1.3318 0.9055 0.03 0.01 -0.02
C 3.6186 -0.6533 0.8604 -0.01 0.04 -0.06
N 2.6545 -0.9661 0.0005 -0.03 0.00 0.06
H 0.1538 -3.1139 -3.8409 -0.04 0.01 0.04
H -2.0588 -3.7364 -4.7671 0.00 -0.02 0.00
H -4.1174 -3.2341 -3.4743 -0.02 -0.02 0.02
H -3.9382 -2.1181 -1.2743 0.03 -0.02 -0.03
H -3.6665 -1.8334 3.2837 0.00 0.01 -0.02
H -3.4960 -0.2795 5.2647 0.02 0.00 0.01
H -2.0102 1.7324 5.0580 0.01 0.00 0.00
H -0.7842 2.0754 2.9307 0.14 0.08 -0.05
H 4.1644 -3.4320 -1.6697 0.00 -0.01 -0.02
H 5.9706 -2.9201 0.0064 0.02 0.00 -0.01
H 5.5809 -1.0588 1.6360 -0.01 0.00 0.01
H 3.3902 0.1713 1.5284 -0.02 0.01 0.06
O 0.7328 7.0732 0.0768 -0.03 0.00 -0.04
C 0.4500 5.7373 0.2099 0.01 -0.02 0.00
C -0.5000 5.1157 -0.5830 -0.02 0.05 -0.05
C -0.7279 3.7633 -0.3980 -0.01 0.03 0.06
N -0.0748 3.0526 0.5160 -0.02 -0.04 -0.04
C 0.8510 3.6502 1.2703 0.03 0.03 0.00
C 1.1394 5.0012 1.1571 -0.05 0.02 0.01
C 1.6303 2.7833 2.2790 -0.09 0.03 0.17
O 2.2215 3.4060 3.1808 0.06 -0.01 -0.09
O 1.5565 1.5492 2.0869 -0.04 -0.15 0.00
C -1.7208 3.0367 -1.3132 0.16 0.29 -0.11
O -2.4578 3.7516 -1.9957 -0.06 -0.13 0.02
O -1.6529 1.7698 -1.3141 -0.04 -0.38 0.29
H 0.1915 7.4114 -0.6452 0.04 -0.01 0.03
H -1.0554 5.6368 -1.3540 -0.02 -0.02 0.02
H 1.8870 5.4413 1.8007 0.00 -0.03 0.00
C 4.7525 -0.2611 -3.2905 -0.01 -0.12 -0.02
N 4.0846 0.7717 -2.5304 -0.06 0.35 -0.17
C 2.8346 1.2191 -2.8014 -0.09 -0.35 0.13
N 2.0772 0.4182 -3.5869 -0.12 -0.33 -0.05
S 2.2488 2.6546 -2.1890 0.13 0.25 0.04
H 5.7396 -0.4205 -2.8611 -0.01 -0.02 0.03
H 4.8640 0.0088 -4.3468 -0.02 0.04 0.00
H 4.2108 -1.2060 -3.2295 0.02 -0.03 0.00
H 4.6408 1.4506 -2.0387 0.00 -0.07 0.06
H 2.2629 -0.5814 -3.6106 0.04 0.05 0.00
H 1.0930 0.6376 -3.5691 0.00 0.09 -0.02